(1)
A cluster of 35 separate species, C14H92FN6O36S in total at a distorted geometry. Source: OMol25; level of theory: wB97M-V/def2-TZVPD.

XYZ file:
```
150
Properties=species:S:1:pos:R:3:forces:R:3
S 2.607906 -0.390695 -4.481557 -0.13 -0.23 0.56
F 2.030313 0.236577 4.150902 -0.46 0.22 -0.01
O -0.198240 2.135879 5.293284 -0.10 0.07 0.01
O 3.064405 5.076772 -7.356986 -0.21 -0.06 -0.05
O -0.437030 8.893341 -12.182793 -0.02 -0.02 0.06
O 2.351171 4.343281 -1.997194 0.06 -0.03 -0.10
O 3.675317 -7.507083 3.458228 -0.06 0.15 -0.09
O 2.960090 2.355354 -4.150924 -0.50 -0.22 0.41
O -0.623157 -0.921454 9.026059 0.21 0.09 -0.15
O -3.230988 5.878654 -0.990278 -0.15 -0.02 -0.09
O -2.716298 3.140092 -0.224811 -0.18 -0.07 -0.07
O -2.232077 -3.348852 -7.264514 0.09 0.09 0.18
O -7.684595 -3.553733 3.849548 -0.11 -0.17 -0.04
O -1.571387 2.688574 2.357671 -0.02 0.03 0.01
O -1.810750 5.714553 -13.687869 0.07 0.06 0.08
O -1.108313 -0.273457 3.538016 -0.57 -0.59 -0.66
O -1.693152 -3.376601 -10.165272 0.00 -0.13 -0.10
O 1.078161 -2.811082 -6.874824 -0.33 0.12 0.14
O -6.524277 -1.026426 4.533307 -0.05 0.08 -0.26
O -2.328726 0.633902 -1.368423 0.01 -0.58 0.14
O 0.593539 1.481962 -6.892816 0.07 -0.09 -0.12
O 3.340566 -4.319772 3.063885 -0.06 0.23 -0.05
O 5.375734 -2.779018 -5.240840 -0.08 0.00 0.11
O -0.088910 3.694429 -9.803487 0.06 0.08 -0.03
O 2.536194 -1.413089 10.720243 -0.20 -0.02 0.42
O 0.297404 -7.242148 4.311479 0.47 0.27 -0.02
O 2.912414 5.653041 -10.257640 0.17 0.02 0.44
O 0.113230 0.499691 -9.937863 0.03 -0.17 0.01
O 2.375707 2.558509 7.057768 -0.16 0.00 -0.02
O 0.675800 6.162797 -11.583202 -0.30 -0.17 -0.26
O 2.498070 -1.342309 8.038769 -0.28 -0.10 -0.49
O -1.438893 -6.670401 6.307028 -0.24 0.14 0.34
O 5.643736 -0.200639 5.913293 -0.11 -0.02 -0.06
O 3.619398 1.168668 11.993919 -0.03 -0.14 -0.12
O -5.642965 -5.809287 3.117352 -0.01 0.05 -0.05
O 2.008768 8.068637 -8.050993 0.03 -0.11 -0.01
O -1.337756 -5.023367 2.730622 0.19 0.40 0.11
O -2.144662 -3.222535 9.316332 -0.22 -0.35 -0.18
N -1.118558 -0.901293 1.248795 -0.92 0.66 -0.94
N 4.458960 2.723477 -5.707702 0.09 -0.41 -0.16
N -0.598923 -0.988666 2.510641 0.49 0.06 -0.11
N 0.549795 -2.293964 1.160947 -0.19 -0.07 -0.27
N 1.184503 -2.285760 3.418025 -0.47 0.12 0.26
N 4.114395 1.376655 -5.722407 0.82 -0.11 -1.21
C -0.406687 -1.691666 0.459259 0.92 -0.94 0.67
C -2.298708 -0.984817 4.042275 -0.77 -0.23 0.89
C 2.109579 -0.776508 5.096034 0.86 -0.47 -0.05
C -0.587899 -1.890950 -0.983984 -0.30 0.52 -0.83
C 3.250851 1.193241 -4.815086 -0.64 0.03 0.32
C -3.351282 -0.004169 4.521557 0.19 0.16 0.04
C 0.317500 -1.355278 -3.285310 0.53 0.25 0.26
C 3.743332 3.241827 -4.790866 0.59 0.48 -0.13
C 0.821983 -0.176884 -4.127585 -0.14 0.14 0.01
C 0.404739 -1.031591 -1.784720 0.19 -0.69 -0.24
C 1.116095 -1.884110 4.816508 0.38 -0.09 0.12
C -4.010201 -0.479144 5.812748 0.41 0.61 0.83
C -3.133733 -0.128010 7.021530 0.15 -0.71 -0.36
C 0.416428 -1.870461 2.428204 0.53 -0.08 0.54
H 0.160729 6.790577 -12.106578 -0.02 0.14 0.11
H -3.531877 -0.586004 7.924947 -0.04 0.18 0.14
H 1.337627 1.168950 -6.368538 0.09 0.00 -0.22
H 3.039578 2.783658 7.716194 0.09 0.00 -0.07
H -1.031065 3.538752 -9.911808 0.01 -0.10 0.02
H 0.959157 -2.220977 -3.466526 -0.17 -0.19 -0.11
H -4.235655 -1.545625 5.812988 -0.03 -0.06 -0.21
H 1.957428 8.544892 -7.217611 0.00 0.04 -0.02
H 0.089675 -8.161763 4.498479 -0.06 -0.03 -0.07
H -0.404413 -2.923867 -1.267025 0.00 -0.22 0.40
H -0.686768 -1.642140 -3.591380 -0.11 0.22 -0.01
H 2.397268 3.602953 -2.612455 -0.10 0.01 0.19
H -1.916871 -0.342696 0.968362 -0.08 0.07 0.42
H -3.361809 3.856786 -0.278791 0.28 0.13 -0.03
H 0.261058 0.031478 -1.608574 -0.10 0.04 0.09
H -2.680026 -1.672615 3.291374 0.16 0.15 -0.33
H -6.214281 -1.651891 3.868116 -0.19 -0.11 0.01
H 1.454472 -2.747454 5.386755 -0.07 -0.02 0.17
H -8.466827 -4.077107 3.642980 0.02 -0.01 -0.05
H 2.500774 -1.934079 8.799353 0.23 0.14 0.21
H 0.720217 2.172833 5.584438 0.05 -0.07 -0.03
H -2.181415 -7.250309 6.106762 0.04 0.00 -0.12
H -0.216689 1.379543 4.701452 0.11 -0.12 -0.06
H -1.397454 1.783288 2.629201 0.04 0.03 0.15
H -2.334976 -2.660124 -10.190795 0.00 0.01 0.01
H -1.819249 6.613483 -13.341433 -0.05 0.02 -0.06
H -6.277111 -5.082989 3.152554 -0.02 0.03 0.14
H -2.979809 1.343054 -1.432723 0.09 0.15 0.11
H -4.104968 0.197830 3.762503 0.12 0.00 -0.18
H 1.717377 -2.529482 -6.211745 0.14 -0.07 -0.08
H -3.662523 5.569682 -1.794231 -0.02 0.14 -0.04
H 0.982858 0.147216 -10.151785 -0.02 0.00 -0.07
H 1.082271 5.586592 -12.241438 0.18 0.11 0.01
H -2.124591 -0.532012 6.901769 0.09 0.12 0.08
H -3.083058 -3.364177 9.156953 0.00 -0.02 0.07
H 5.432390 0.374996 5.171110 0.04 0.03 0.01
H -2.343552 6.116530 -1.278726 0.03 -0.02 0.07
H -1.134642 9.555870 -12.183397 -0.04 -0.03 -0.07
H 2.647042 4.627816 -8.106668 -0.02 0.17 -0.09
H 3.790680 4.289870 -4.555499 -0.50 0.05 0.48
H 0.173206 9.190580 -11.498422 0.05 -0.09 0.00
H 4.797007 -0.572744 6.180859 0.04 0.00 0.13
H -6.981890 -0.351512 4.020280 -0.11 -0.03 0.06
H 6.016404 -2.484627 -4.586236 0.05 -0.02 -0.04
H -4.948131 0.041097 5.946419 -0.25 -0.08 -0.18
H 0.265107 -1.242483 8.831694 0.14 0.06 -0.05
H 2.061189 -0.388644 6.104529 -0.44 0.25 -0.02
H 0.109840 0.579589 -8.979808 -0.09 -0.03 0.10
H 3.251981 4.452311 -1.676199 -0.03 0.03 0.07
H 4.727123 -2.069644 -5.279076 0.05 0.04 -0.10
H -0.680663 -0.955733 9.986578 -0.11 -0.09 0.01
H 3.516960 5.954496 -9.570108 0.14 -0.02 -0.12
H -1.588376 3.186911 3.183720 0.13 -0.02 0.01
H -2.110519 3.415938 0.474497 -0.11 -0.15 0.13
H 4.329145 0.796261 12.528555 -0.03 0.01 0.06
H 0.994153 1.867716 -7.684298 -0.09 0.23 0.07
H -1.317573 -3.288743 -6.971100 0.04 -0.24 0.10
H -1.792998 5.157572 -12.903375 -0.02 -0.02 -0.01
H -2.006348 -1.611251 4.886668 0.42 0.08 -0.02
H -2.248457 -4.128675 -7.831576 -0.06 0.08 -0.11
H -0.893763 -4.618366 1.978162 -0.01 -0.12 -0.07
H -3.046512 0.948176 7.147064 -0.02 0.05 0.08
H -1.856634 -2.628404 8.613339 0.10 0.27 0.24
H 0.439205 -2.089270 -6.902315 0.14 0.13 -0.14
H 2.484859 -0.467716 8.439264 0.08 0.02 0.07
H 3.231632 -8.038259 2.789207 0.03 -0.06 0.02
H 0.068411 -6.782091 5.133951 -0.17 -0.25 -0.08
H 3.107646 -1.209014 4.989940 0.06 0.01 -0.12
H 2.534574 -2.024385 11.464352 0.00 -0.04 -0.05
H 3.007105 -7.390008 4.143334 -0.10 0.02 -0.04
H 0.112186 -1.664552 5.161581 -0.14 0.13 -0.27
H 1.407228 -1.324339 -1.471887 0.11 0.35 0.24
H 3.344277 -5.084429 2.476045 -0.06 -0.14 0.16
H 4.078653 1.657770 11.303682 -0.01 0.04 0.02
H 2.266209 7.173277 -7.795850 0.01 -0.05 0.07
H 4.240949 -4.281283 3.402571 -0.01 -0.01 0.04
H -4.976572 -5.575089 3.769127 0.05 -0.02 -0.03
H 1.921800 -2.934165 3.168178 0.22 -0.26 -0.20
H 0.715974 0.749899 -3.569642 -0.15 0.12 -0.13
H -0.614812 -5.382581 3.263604 -0.16 -0.31 -0.08
H -7.888915 -3.136544 4.694167 0.11 0.11 -0.03
H 1.749655 3.291008 7.091254 0.04 0.03 0.11
H -1.743747 0.960400 -0.679453 0.05 0.49 -0.19
H 2.526523 -0.536872 11.134937 0.23 0.05 0.00
H 0.259020 -0.109579 -5.054013 0.11 0.12 -0.10
H 2.210133 6.316912 -10.269910 -0.09 -0.09 -0.24
H 0.161364 4.221008 -10.575432 0.03 0.15 0.27
H -1.048244 -3.086775 -9.514187 0.04 0.08 -0.05
H -1.672752 -6.260907 7.147316 0.10 0.02 0.03
H -2.832895 0.931830 4.751026 -0.12 0.12 -0.08
H 3.474365 4.367710 -6.851173 0.19 0.04 -0.20
H -1.602973 -1.637811 -1.284686 -0.06 0.06 0.04
```
Forces are in eV/Å.

Its net charge is +1. Its energy is -4123.5256 a.u. Its multiplicity is 1. For the HOMO energy, the calculation gives -11.84 eV. The calculation puts the LUMO energy at -2.050 eV. The HOMO-LUMO gap is 9.786 eV.

(2)
A structure of composition C14H9AuBF2N3O4 at a distorted geometry. Source: OMol25; level of theory: wB97M-V/def2-TZVPD.

XYZ file:
```
34
Properties=species:S:1:pos:R:3:forces:R:3
Au 8.306854 7.477839 6.981691 0.79 -0.04 -0.15
F 10.570472 9.022400 5.607937 -0.02 -0.52 0.29
F 10.324046 6.979592 4.775899 0.41 -0.42 -0.19
O 5.052016 3.570780 11.391339 -0.37 -0.14 0.77
O 5.979176 4.790329 13.108451 -0.79 -0.05 -1.87
O 4.194480 5.986157 6.768789 -0.11 0.48 -0.22
O 4.509007 8.198723 7.319874 0.13 -1.35 -0.48
N 6.455172 9.966669 6.869097 -0.28 -3.33 1.27
N 6.866448 7.046085 8.555932 0.69 0.29 0.84
N 6.096061 12.026390 6.094723 0.67 -1.14 0.14
C 6.347439 10.736004 5.833150 -0.41 2.07 -1.49
C 5.575139 4.567671 11.921431 1.09 0.25 -0.05
C 7.137268 6.273281 10.817894 0.70 1.24 -0.81
C 6.002493 10.377999 9.326061 0.62 -2.13 -2.31
C 6.224951 10.723935 8.001248 -0.16 -0.33 -0.63
C 5.612174 6.558884 8.579569 -0.08 0.21 -0.46
C 7.597424 6.958633 9.700465 -1.60 -1.19 0.48
C 5.842649 13.036619 8.452599 -0.58 -4.41 0.84
C 5.635408 11.293441 10.210074 -0.09 0.89 2.19
C 4.674031 6.936665 7.395389 0.23 0.21 0.83
C 5.950186 5.594654 10.763662 -0.42 -0.14 1.57
C 5.569912 12.601014 9.769320 -0.22 3.07 -0.53
C 5.161809 5.810783 9.660842 0.46 -0.55 -0.39
C 6.055566 11.990539 7.486243 0.02 2.50 0.89
B 9.934136 7.818756 5.740418 -1.12 0.87 -0.08
H 5.465477 11.015677 11.267691 -0.10 0.30 -0.79
H 5.569677 13.971054 8.156783 -0.32 2.67 -0.72
H 6.025481 9.335327 9.468476 0.06 -1.10 0.83
H 6.206660 8.948592 6.683282 0.20 1.49 1.33
H 8.565129 7.381800 9.773528 0.78 0.57 -0.51
H 4.297964 5.198931 9.602795 -1.03 -0.03 -0.31
H 7.691424 6.349167 11.719875 0.51 -0.35 0.67
H 6.422457 10.183946 4.909674 -0.08 0.79 -0.65
H 5.216321 13.404600 10.453123 0.40 -0.68 -0.29
```
Forces are in eV/Å.

Its net charge is -2. Its energy is -1364.6286 a.u. Its multiplicity is 1. For the HOMO energy, the calculation gives -2.99 eV. Its relative energy (zero: lowest compared OMol25 entry of this formula, charge and spin) is 0.332 eV. The calculation puts the LUMO energy at 4.802 eV. The HOMO-LUMO gap is 7.793 eV.